Computed, not measured: a molecular structure, C37H34Cl2MoN3O7S2Sb2 in a non-equilibrium geometry, with ωB97M-V/def2-TZVPD.

Atoms and positions in Å:
1 Mo 1.48 -0.22 -0.77
2 O 2.21 -0.83 -4.14
3 S 2.86 -0.11 -3.10
4 O 4.12 0.48 -3.31
5 O 2.92 -1.07 -1.80
6 O 1.83 0.86 -2.45
7 C -1.30 1.77 -1.77
8 C -1.93 0.95 -2.91
9 C -1.14 -0.20 -3.56
10 Sb -0.15 -1.74 -2.44
11 C -1.49 -2.94 -1.33
12 C -1.41 -3.05 0.06
13 C -2.28 -3.90 0.74
14 C -3.21 -4.64 0.04
15 C -3.27 -4.55 -1.35
16 C -2.41 -3.71 -2.03
17 C 0.36 -3.21 -3.86
18 C 0.45 -4.53 -3.44
19 C 0.69 -5.53 -4.37
20 C 0.83 -5.20 -5.72
21 C 0.72 -3.88 -6.13
22 C 0.50 -2.87 -5.20
23 Sb -1.20 0.46 -0.05
24 C -3.30 0.11 -0.16
25 C -3.98 1.32 -0.01
26 C -5.36 1.37 -0.07
27 C -6.08 0.20 -0.30
28 C -5.41 -1.00 -0.45
29 C -4.02 -1.05 -0.38
30 C -1.19 1.00 2.03
31 C -0.12 1.60 2.70
32 C -0.13 1.73 4.08
33 C -1.20 1.25 4.81
34 C -2.26 0.63 4.16
35 C -2.25 0.50 2.78
36 H -1.92 2.63 -1.55
37 H -0.30 2.11 -2.06
38 H -2.12 1.66 -3.72
39 H -2.91 0.59 -2.60
40 H -0.30 0.20 -4.14
41 H -1.79 -0.73 -4.25
42 H -0.68 -2.49 0.62
43 H -2.22 -3.97 1.82
44 H -3.89 -5.30 0.57
45 H -3.99 -5.15 -1.90
46 H -2.46 -3.67 -3.12
47 H 0.30 -4.80 -2.40
48 H 0.77 -6.56 -4.05
49 H 1.01 -5.98 -6.44
50 H 0.83 -3.63 -7.17
51 H 0.46 -1.84 -5.53
52 H -3.44 2.24 0.20
53 H -5.87 2.31 0.06
54 H -7.16 0.24 -0.36
55 H -5.97 -1.91 -0.62
56 H -3.54 -2.01 -0.49
57 H 0.74 1.98 2.17
58 H 0.71 2.21 4.57
59 H -1.21 1.35 5.89
60 H -3.09 0.24 4.73
61 H -3.09 0.00 2.31
62 Cl 1.86 -1.59 1.34
63 C 2.92 -3.01 0.87
64 Cl 2.17 -3.99 -0.36
65 H 3.03 -3.56 1.80
66 H 3.85 -2.59 0.51
67 O 5.49 2.37 5.50
68 S 4.71 3.37 6.20
69 O 5.41 4.20 7.14
70 O 3.35 2.97 6.55
71 C 4.29 4.50 4.83
72 N 4.24 5.83 4.98
73 C 3.80 6.54 3.95
74 C 3.37 5.97 2.75
75 C 3.48 4.60 2.71
76 N 3.95 3.87 3.71
77 C 3.01 3.70 1.64
78 C 3.66 2.46 1.54
79 C 3.07 1.47 0.82
80 N 1.86 1.62 0.22
81 C 1.31 2.85 0.20
82 C 1.86 3.91 0.87
83 H 3.77 7.62 4.08
84 H 2.99 6.57 1.93
85 H 4.56 2.28 2.11
86 H 3.55 0.49 0.75
87 H 0.37 2.96 -0.32
88 H 1.34 4.85 0.89

## Properties
* spin multiplicity: 3
* relative energy (zero: lowest compared OMol25 entry of this formula, charge and spin): 141.89 kJ/mol
* E_HOMO (spin up / spin down): -0.386 / -0.375 Ha
* orbital gap (spin up / spin down): 6.93 / 3.17 eV
* total charge: +1
* electronic energy: -4386.34287 a.u.
* max |F|: 4.53 eV/A
* ⟨S²⟩: 2.322

Löwdin charges, unit e, in atom order: atom 1 (Mo): 0.8939, atom 2 (O): -0.3108, atom 3 (S): 0.3662, atom 4 (O): -0.2323, atom 5 (O): -0.5590, atom 6 (O): -0.5185, atom 7 (C): -0.3600, atom 8 (C): -0.3306, atom 9 (C): -0.3244, atom 10 (Sb): 1.4960, atom 11 (C): -0.4252, atom 12 (C): -0.1987, atom 13 (C): -0.0725, atom 14 (C): -0.0671, atom 15 (C): -0.0664, atom 16 (C): -0.1292, atom 17 (C): -0.3589, atom 18 (C): -0.1463, atom 19 (C): -0.0701, atom 20 (C): -0.0677, atom 21 (C): -0.0618, atom 22 (C): -0.1214, atom 23 (Sb): 1.4841, atom 24 (C): -0.3702, atom 25 (C): -0.1536, atom 26 (C): -0.0639, atom 27 (C): -0.0654, atom 28 (C): -0.0556, atom 29 (C): -0.0928, atom 30 (C): -0.3475, atom 31 (C): -0.1290, atom 32 (C): -0.0652, atom 33 (C): -0.0673, atom 34 (C): -0.0676, atom 35 (C): -0.1251, atom 36 (H): 0.0583, atom 37 (H): 0.0337, atom 38 (H): 0.1205, atom 39 (H): 0.0881, atom 40 (H): 0.0552, atom 41 (H): 0.0673, atom 42 (H): 0.0305, atom 43 (H): 0.1128, atom 44 (H): 0.1111, atom 45 (H): 0.1123, atom 46 (H): 0.1105, atom 47 (H): 0.0737, atom 48 (H): 0.1092, atom 49 (H): 0.1091, atom 50 (H): 0.1111, atom 51 (H): 0.0947, atom 52 (H): 0.0987, atom 53 (H): 0.1112, atom 54 (H): 0.1103, atom 55 (H): 0.1112, atom 56 (H): 0.0521, atom 57 (H): 0.0521, atom 58 (H): 0.1049, atom 59 (H): 0.1109, atom 60 (H): 0.1109, atom 61 (H): 0.0888, atom 62 (Cl): 0.5563, atom 63 (C): -0.8825, atom 64 (Cl): 0.6261, atom 65 (H): 0.0387, atom 66 (H): 0.0403, atom 67 (O): -0.1347, atom 68 (S): 0.5237, atom 69 (O): -0.1244, atom 70 (O): -0.1452, atom 71 (C): -0.3290, atom 72 (N): 0.1331, atom 73 (C): -0.0803, atom 74 (C): 0.0427, atom 75 (C): -0.2258, atom 76 (N): 0.1433, atom 77 (C): -0.1138, atom 78 (C): 0.0311, atom 79 (C): -0.1193, atom 80 (N): -0.1426, atom 81 (C): -0.1269, atom 82 (C): 0.0316, atom 83 (H): 0.1231, atom 84 (H): 0.1227, atom 85 (H): 0.1312, atom 86 (H): 0.0928, atom 87 (H): 0.0911, atom 88 (H): 0.1307

Computed, not measured: a single C16H14O6 molecule in a non-equilibrium geometry, with ωB97M-V/def2-TZVPD.

Atoms and positions in Å:
1 C -1.34 -1.29 5.27
2 O -1.40 -0.10 4.49
3 C -0.74 0.00 3.25
4 C -0.69 1.29 2.76
5 C -0.15 1.58 1.44
6 O -0.04 2.77 1.19
7 C 0.19 0.45 0.53
8 C 0.21 -0.84 1.07
9 C 0.57 -1.92 0.24
10 C 0.77 -1.82 -1.11
11 C 0.94 -3.12 -1.80
12 C 0.69 -0.55 -1.70
13 C 0.85 -0.39 -3.17
14 C 2.05 0.38 -3.72
15 O -0.03 -0.77 -3.94
16 C 0.43 0.57 -0.86
17 O 0.30 1.80 -1.44
18 C -0.98 2.27 -1.47
19 C -1.16 3.68 -1.99
20 O -2.00 1.62 -1.16
21 C -0.16 -1.09 2.45
22 O -0.13 -2.23 2.86
23 H -1.87 -2.13 4.79
24 H -0.29 -1.54 5.48
25 H -1.75 -1.10 6.25
26 H -1.13 2.09 3.36
27 H 0.59 -2.90 0.68
28 H 1.32 -3.05 -2.81
29 H 0.00 -3.66 -1.91
30 H 1.61 -3.72 -1.16
31 H 1.86 0.66 -4.74
32 H 2.26 1.27 -3.11
33 H 2.93 -0.29 -3.66
34 H -0.56 4.39 -1.43
35 H -2.21 3.98 -1.87
36 H -0.95 3.71 -3.04

## Properties
* spin multiplicity: 1
* relative energy (zero: lowest compared OMol25 entry of this formula, charge and spin): 181.74 kJ/mol
* E_HOMO: -0.347 Ha
* orbital gap: 7.99 eV
* electronic energy: -1069.50566 a.u.
* max |F|: 3.78 eV/A
* SMILES: COC1=CC(=O)c2c(cc(C)c(C(C)=O)c2OC(C)=O)C1=O

Löwdin charges, unit e, in atom order: atom 1 (C): -0.0730, atom 2 (O): -0.0738, atom 3 (C): -0.1141, atom 4 (C): 0.1051, atom 5 (C): -0.3124, atom 6 (O): 0.1033, atom 7 (C): 0.0109, atom 8 (C): -0.0537, atom 9 (C): 0.0512, atom 10 (C): -0.1936, atom 11 (C): -0.0233, atom 12 (C): -0.0111, atom 13 (C): -0.3717, atom 14 (C): 0.0149, atom 15 (O): 0.1086, atom 16 (C): -0.1224, atom 17 (O): 0.0766, atom 18 (C): -0.4463, atom 19 (C): 0.0308, atom 20 (O): 0.1062, atom 21 (C): -0.2861, atom 22 (O): 0.1295, atom 23 (H): 0.0962, atom 24 (H): 0.0950, atom 25 (H): 0.0847, atom 26 (H): 0.1440, atom 27 (H): 0.1223, atom 28 (H): 0.0801, atom 29 (H): 0.0976, atom 30 (H): 0.0987, atom 31 (H): 0.0770, atom 32 (H): 0.0898, atom 33 (H): 0.0936, atom 34 (H): 0.0884, atom 35 (H): 0.0996, atom 36 (H): 0.0776

Computed, not measured: a single C4H9NOS molecule in a non-equilibrium geometry, with ωB97M-V/def2-TZVPD.

Atoms and positions in Å:
1 C 0.49 0.55 -1.42
2 C 0.06 0.02 -0.02
3 C -1.39 0.19 0.40
4 S -1.88 1.96 0.05
5 N 0.68 -1.21 0.43
6 C 1.62 -1.47 1.38
7 O 2.51 -0.69 1.64
8 H -0.32 0.50 -2.14
9 H 0.70 1.60 -1.25
10 H 1.39 0.11 -1.85
11 H 0.64 0.77 0.53
12 H -1.50 0.13 1.47
13 H -2.05 -0.40 -0.24
14 H -2.88 2.38 -0.77
15 H 0.29 -1.99 -0.09
16 H 1.65 -2.46 1.86

## Properties
* spin multiplicity: 1
* relative energy (zero: lowest compared OMol25 entry of this formula, charge and spin): 206.13 kJ/mol
* E_HOMO: -0.338 Ha
* orbital gap: 9.87 eV
* electronic energy: -685.94044 a.u.
* max |F|: 3.87 eV/A
* SMILES: C[C@@H](CS)NC=O

Löwdin charges, unit e, in atom order: atom 1 (C): -0.0716, atom 2 (C): -0.4655, atom 3 (C): -0.4332, atom 4 (S): 0.6827, atom 5 (N): 0.0337, atom 6 (C): -0.3393, atom 7 (O): 0.0236, atom 8 (H): 0.0604, atom 9 (H): 0.0560, atom 10 (H): 0.0801, atom 11 (H): 0.1231, atom 12 (H): 0.0651, atom 13 (H): 0.0769, atom 14 (H): -0.1567, atom 15 (H): 0.1380, atom 16 (H): 0.1269

Computed, not measured: a molecular structure, C25H43BaGeN4O6S in a non-equilibrium geometry, with ωB97M-V/def2-TZVPD.

Atoms and positions in Å:
1 Ba -0.35 0.69 1.37
2 O 3.67 -1.41 1.71
3 C 2.45 -0.79 1.28
4 O 1.74 -0.38 2.30
5 C 2.79 0.31 0.24
6 C 3.98 0.37 -0.48
7 C 4.08 1.37 -1.47
8 C 3.03 2.22 -1.72
9 C 1.84 2.09 -0.96
10 N 1.79 1.14 0.04
11 C 0.65 2.84 -1.11
12 O 0.57 3.74 -2.16
13 O -0.34 2.78 -0.35
14 H 3.55 -1.36 2.66
15 H 4.78 -0.32 -0.28
16 H 4.99 1.47 -2.05
17 H 3.13 2.98 -2.48
18 H 1.13 3.41 -2.88
19 C -0.50 -1.68 4.32
20 N -1.62 -1.20 3.53
21 C -2.47 -0.32 4.31
22 C -2.35 -2.29 2.92
23 C -3.23 -1.87 1.76
24 N -2.48 -1.39 0.61
25 C -3.35 -0.70 -0.33
26 C -1.76 -2.47 -0.08
27 H -0.84 -2.33 5.15
28 H 0.04 -0.84 4.74
29 H 0.20 -2.23 3.69
30 H -2.93 -0.87 5.16
31 H -3.26 0.12 3.70
32 H -1.89 0.51 4.70
33 H -2.98 -2.80 3.68
34 H -1.62 -3.03 2.57
35 H -3.90 -1.06 2.07
36 H -3.87 -2.72 1.47
37 H -4.17 -1.35 -0.68
38 H -2.76 -0.41 -1.21
39 H -3.77 0.19 0.14
40 H -2.45 -3.28 -0.38
41 H -0.99 -2.89 0.57
42 H -1.28 -2.05 -0.97
43 O -0.93 2.46 3.03
44 N -1.34 3.60 2.51
45 C -0.42 4.58 2.37
46 C -0.73 5.80 1.84
47 C -2.04 6.02 1.42
48 C -2.96 5.02 1.55
49 C -2.64 3.76 2.10
50 S -3.77 2.50 2.22
51 H 0.56 4.29 2.70
52 H 0.05 6.54 1.72
53 H -2.32 6.97 0.97
54 H -3.98 5.15 1.21
55 C 1.69 -1.41 -4.59
56 Ge 0.13 -0.24 -4.22
57 C 0.66 1.53 -5.02
58 C -1.26 -0.87 -5.51
59 C -0.38 -0.31 -2.41
60 H 1.90 -1.49 -5.66
61 H 1.50 -2.41 -4.20
62 H 2.58 -1.02 -4.09
63 H 0.80 1.48 -6.10
64 H 1.61 1.86 -4.56
65 H -0.10 2.28 -4.79
66 H -0.91 -0.81 -6.55
67 H -2.16 -0.26 -5.41
68 H -1.52 -1.90 -5.27
69 H -0.87 0.63 -2.10
70 H 0.51 -0.46 -1.80
71 C 3.29 -3.17 -0.65
72 C 2.02 -3.06 0.18
73 C 2.04 -3.96 1.41
74 O 1.64 -1.73 0.47
75 H 3.40 -4.19 -1.02
76 H 4.17 -2.91 -0.07
77 H 3.22 -2.50 -1.51
78 H 1.19 -3.40 -0.46
79 H 2.87 -3.71 2.07
80 H 2.13 -5.01 1.11
81 H 1.11 -3.84 1.98

## Properties
* spin multiplicity: 2
* relative energy (zero: lowest compared OMol25 entry of this formula, charge and spin): 216.65 kJ/mol
* E_HOMO (spin up / spin down): 0.010 / -0.010 Ha
* orbital gap (spin up / spin down): 3.86 / 4.41 eV
* total charge: -2
* electronic energy: -4149.49439 a.u.
* max |F|: 1.54 eV/A
* ⟨S²⟩: 0.766

Löwdin charges, unit e, in atom order: atom 1 (Ba): 1.9262, atom 2 (O): -0.0116, atom 3 (C): -0.7128, atom 4 (O): -0.3255, atom 5 (C): -0.2202, atom 6 (C): -0.0469, atom 7 (C): -0.1098, atom 8 (C): -0.0558, atom 9 (C): -0.2417, atom 10 (N): -0.0508, atom 11 (C): -0.5267, atom 12 (O): 0.0449, atom 13 (O): -0.1550, atom 14 (H): 0.0930, atom 15 (H): 0.0870, atom 16 (H): 0.0838, atom 17 (H): 0.0909, atom 18 (H): 0.0550, atom 19 (C): -0.1122, atom 20 (N): -0.3140, atom 21 (C): -0.1187, atom 22 (C): -0.2116, atom 23 (C): -0.2197, atom 24 (N): -0.3320, atom 25 (C): -0.1121, atom 26 (C): -0.1125, atom 27 (H): 0.0822, atom 28 (H): 0.0867, atom 29 (H): 0.0685, atom 30 (H): 0.0835, atom 31 (H): 0.0236, atom 32 (H): 0.0773, atom 33 (H): 0.1176, atom 34 (H): 0.1034, atom 35 (H): 0.1060, atom 36 (H): 0.1173, atom 37 (H): 0.0831, atom 38 (H): 0.0548, atom 39 (H): 0.0522, atom 40 (H): 0.0854, atom 41 (H): 0.0616, atom 42 (H): 0.0367, atom 43 (O): -0.4458, atom 44 (N): -0.2531, atom 45 (C): -0.0520, atom 46 (C): -0.0874, atom 47 (C): -0.1018, atom 48 (C): -0.1194, atom 49 (C): -0.7447, atom 50 (S): 0.5294, atom 51 (H): 0.1326, atom 52 (H): 0.0922, atom 53 (H): 0.0927, atom 54 (H): 0.0861, atom 55 (C): -0.2514, atom 56 (Ge): 0.6580, atom 57 (C): -0.2539, atom 58 (C): -0.2700, atom 59 (C): -0.3266, atom 60 (H): -0.0080, atom 61 (H): -0.0031, atom 62 (H): -0.0044, atom 63 (H): -0.0117, atom 64 (H): -0.0152, atom 65 (H): -0.0006, atom 66 (H): -0.0122, atom 67 (H): -0.0066, atom 68 (H): -0.0096, atom 69 (H): -0.0735, atom 70 (H): -0.0747, atom 71 (C): -0.0480, atom 72 (C): -0.4432, atom 73 (C): -0.0488, atom 74 (O): -0.0986, atom 75 (H): 0.0702, atom 76 (H): 0.0653, atom 77 (H): 0.0763, atom 78 (H): 0.1316, atom 79 (H): 0.0680, atom 80 (H): 0.0696, atom 81 (H): 0.0611

Computed, not measured: 2 unconnected molecules or ions with the total composition C3H10N3Si in a non-equilibrium geometry, with ωB97M-V/def2-TZVPD.

Atoms and positions in Å:
1 C 1.90 -0.28 -1.10
2 C -1.43 1.59 0.94
3 C -1.26 -1.79 0.74
4 N 1.33 2.35 -2.19
5 N 0.60 0.23 -0.64
6 N 0.44 2.17 -1.54
7 Si -0.72 -0.05 0.31
8 H 2.64 0.47 -1.20
9 H 2.23 -0.97 -0.40
10 H 1.60 -0.68 -2.04
11 H -1.85 2.00 0.09
12 H -2.16 1.45 1.76
13 H -0.67 2.28 1.25
14 H -1.69 -1.71 1.80
15 H -2.08 -2.22 0.13
16 H -0.42 -2.64 0.90
17 H 2.21 2.03 -2.54

## Properties
* spin multiplicity: 1
* relative energy (zero: lowest compared OMol25 entry of this formula, charge and spin): 280.33 kJ/mol
* E_HOMO (spin up / spin down): -0.482 / -0.483 Ha
* orbital gap (spin up / spin down): 8.69 / 8.70 eV
* total charge: +1
* electronic energy: -573.69750 a.u.
* max |F|: 3.72 eV/A

Löwdin charges, unit e, in atom order: atom 1 (C): -0.1491, atom 2 (C): -0.1703, atom 3 (C): -0.2061, atom 4 (N): 0.1896, atom 5 (N): -0.2347, atom 6 (N): 0.2204, atom 7 (Si): 0.7571, atom 8 (H): 0.0471, atom 9 (H): 0.0682, atom 10 (H): 0.0784, atom 11 (H): -0.0116, atom 12 (H): 0.0586, atom 13 (H): 0.0299, atom 14 (H): 0.0495, atom 15 (H): 0.0355, atom 16 (H): 0.0971, atom 17 (H): 0.1404

Computed, not measured: a molecular structure, C3H5NO4 in a non-equilibrium geometry, with ωB97M-V/def2-TZVPD.

Atoms and positions in Å:
1 C 0.90 -0.79 0.01
2 C -1.27 -0.49 0.67
3 C -1.33 0.58 -0.49
4 H 0.77 1.58 -0.07
5 H 2.41 -0.27 -0.74
6 H -1.86 -0.24 1.48
7 H -1.67 -1.35 0.04
8 H -2.19 0.36 -1.29
9 N 2.04 -0.03 0.19
10 O 1.69 1.39 0.47
11 O 0.87 -1.43 -1.01
12 O 0.07 -0.79 1.15
13 O -0.43 1.49 -0.41

## Properties
* spin multiplicity: 1
* relative energy (zero: lowest compared OMol25 entry of this formula, charge and spin): 518.81 kJ/mol
* E_HOMO: -0.353 Ha
* orbital gap: 8.52 eV
* electronic energy: -472.87183 a.u.
* max |F|: 7.87 eV/A

Löwdin charges, unit e, in atom order: atom 1 (C): -0.5700, atom 2 (C): -0.0990, atom 3 (C): -0.0252, atom 4 (H): -0.0100, atom 5 (H): 0.1355, atom 6 (H): 0.1043, atom 7 (H): 0.1387, atom 8 (H): 0.1826, atom 9 (N): 0.0503, atom 10 (O): -0.0964, atom 11 (O): 0.1160, atom 12 (O): 0.0256, atom 13 (O): 0.0477